Record 1
Computed, not measured: a 5-piece molecular cluster, C2H14O4S overall, with wB97M-V/def2-TZVPD.

```
21
Properties=species:S:1:pos:R:3
C -2.6987 0.5893 1.1403
C -1.2895 0.0960 1.3498
S -1.0211 -1.7300 1.1513
H -2.5939 1.6455 0.8756
H -3.2967 0.3611 2.0197
H -3.1777 0.2384 0.2199
H -0.6044 0.4788 0.5959
H -0.8411 0.4634 2.2708
H -0.7543 -2.2779 2.3501
O 2.3104 4.0653 0.9305
H 2.6423 3.8158 0.0510
H 2.9947 4.6463 1.3154
O -0.2074 -1.1267 -2.0210
H -1.1336 -1.3253 -2.1980
H -0.1928 -1.3962 -1.1015
O 2.2978 0.8868 -0.4909
H 1.8593 0.0305 -0.4898
H 2.9797 0.7084 0.1639
O 1.1062 -3.5714 -2.4075
H 0.8973 -3.9364 -3.2708
H 0.7234 -2.6615 -2.4548
```

As for the calculated total energy: -783.71321 Eh. Its structure (SMILES) is CCS.O.O.O.O. The value obtained for the HOMO-LUMO gap is 10.075 eV. The energy above the lowest of the compared OMol25 structures with the same formula, charge and spin is 25.1 kcal per mole.

=====

Record 2
Computed, not measured: a 2-piece molecular cluster, C11H15N overall, with wB97M-V/def2-TZVPD.

```
27
Properties=species:S:1:pos:R:3
C 1.2147 0.1871 -2.5948
C 1.1706 0.7850 -1.2249
C 2.1609 1.0987 -0.3660
N 1.6655 1.5953 0.8390
C 0.2873 1.5297 0.7792
C -0.6850 1.6641 1.7640
C -1.9965 1.4513 1.3931
C -2.3145 0.9272 0.1162
C -1.3656 0.8136 -0.8767
C -0.0490 1.1117 -0.5055
H 1.9572 -0.6077 -2.6293
H 1.6156 0.8979 -3.3241
H 0.2451 -0.1900 -2.8880
H 3.2336 1.0816 -0.5011
H 2.1450 1.3383 1.6874
H -0.4076 1.8972 2.7850
H -2.7838 1.3093 2.1246
H -3.2969 0.4738 0.0409
H -1.6320 0.4073 -1.8396
C 0.0135 -2.2233 -0.0741
C -0.3260 -2.2032 1.4210
H 0.8116 -1.5418 -0.3887
H 0.3755 -3.2406 -0.2354
H -0.7214 -1.8282 -0.7496
H 0.5483 -2.4891 1.9920
H -1.0653 -2.9909 1.5891
H -0.8008 -1.2544 1.6661
```

As for the calculated total energy: -482.88753 Eh. Its structure (SMILES) is Cc1c[nH]c2ccccc12.CC. The value obtained for the HOMO-LUMO gap is 8.956 eV. The energy above the lowest of the compared OMol25 structures with the same formula, charge and spin is 17.3 kcal per mole.

=====

Record 3
Computed, not measured: C39H43BeClP2Si2 as an isolated structure, with wB97M-V/def2-TZVPD.

```
88
Properties=species:S:1:pos:R:3
C -1.9464 -0.3989 1.4123
C -2.6819 -0.0290 0.2575
C -2.5160 -1.0384 -0.7157
H -3.2993 0.8660 0.1502
C -1.6897 -2.0545 -0.1631
C -1.3315 -1.6538 1.1558
H -0.7769 -2.2292 1.8889
H -1.9141 0.1385 2.3569
H -2.9806 -1.0498 -1.7013
H -1.4213 -2.9926 -0.6443
Be -0.8532 -0.3202 -0.1546
Si 0.8988 0.4202 -2.1886
C 0.0070 1.8431 -3.0564
C 0.6931 2.5325 -4.0816
H 1.7332 2.2986 -4.2730
C 0.0443 3.4883 -4.8577
H 0.5822 3.9524 -5.6832
C -1.2707 3.8624 -4.5931
H -1.7667 4.6302 -5.1991
C -1.9481 3.2281 -3.5487
H -2.9594 3.5351 -3.2902
C -1.3420 2.2026 -2.8082
H -1.9192 1.7023 -2.0218
C 0.2098 -1.1096 -3.0947
C -0.8738 -1.0332 -3.9919
H -1.3975 -0.0933 -4.1497
C -1.3253 -2.1799 -4.6622
H -2.1682 -2.0919 -5.3483
C -0.7468 -3.4311 -4.4445
H -1.1046 -4.3135 -4.9740
C 0.2902 -3.5160 -3.5133
H 0.7056 -4.4959 -3.2750
C 0.7763 -2.3794 -2.8607
H 1.5703 -2.4836 -2.1251
H 2.3364 0.4767 -2.5270
Si 2.5310 0.4575 -7.5051
C 1.8371 -1.1404 -8.1870
C 1.0364 -1.2210 -9.3440
H 0.8426 -0.3257 -9.9463
C 0.5011 -2.4528 -9.7448
H -0.1401 -2.5025 -10.6232
C 0.7982 -3.6163 -9.0303
H 0.3631 -4.5700 -9.3268
C 1.6695 -3.5525 -7.9396
H 1.9403 -4.4549 -7.3978
C 2.2100 -2.3279 -7.5394
H 2.9383 -2.2982 -6.7233
C 1.4844 1.8365 -8.2174
C 0.1428 1.9089 -7.8358
H -0.2604 1.1834 -7.1205
C -0.6912 2.8943 -8.3701
H -1.7203 2.9502 -8.0224
C -0.2039 3.7895 -9.3207
H -0.8609 4.5621 -9.7228
C 1.1246 3.6961 -9.7507
H 1.5017 4.3914 -10.4991
C 1.9673 2.7135 -9.2126
H 3.0020 2.5996 -9.5614
H 3.9420 0.7022 -7.9029
Cl 2.6831 0.2519 -5.4678
C 3.9443 -0.4136 0.1749
P 2.1745 -0.8442 0.3336
C 2.2681 -2.6033 0.8006
C 1.8174 -0.0150 1.9586
C 2.2363 -0.4777 3.2100
C 1.9513 0.2636 4.3656
C 1.2568 1.4711 4.2665
C 0.8568 1.9472 3.0114
C 1.1293 1.2177 1.8462
P 0.6038 1.7354 0.1305
C -0.6777 3.0146 0.4476
C 1.9844 2.8485 -0.3990
H 4.2729 -0.6599 -0.8435
H 4.5304 -0.9915 0.8992
H 4.1251 0.6519 0.3374
H 3.0959 -2.8146 1.4850
H 1.3420 -2.9320 1.2790
H 2.4118 -3.1960 -0.1089
H 2.7763 -1.4223 3.2974
H 2.2495 -0.1081 5.3463
H 1.0000 2.0433 5.1606
H 0.3043 2.8840 2.9366
H -0.2019 3.9260 0.8430
H -1.1796 3.2618 -0.4954
H -1.4211 2.6520 1.1754
H 2.0299 3.6782 0.3213
H 2.9447 2.3175 -0.4126
H 1.7679 3.2428 -1.4019
```

As for the calculated total energy: -3248.50949 Eh. The value obtained for the HOMO-LUMO gap (spin up / spin down) is 4.720 / 5.119 eV. The energy above the lowest of the compared OMol25 structures with the same formula, charge and spin is 0.0 kcal per mole.

=====

Record 4
Computed, not measured: an isolated molecule of CHCl5Si, with wB97M-V/def2-TZVPD.

```
8
Properties=species:S:1:pos:R:3
Cl -1.9060 1.0995 -0.8533
C -0.5267 0.0761 -0.8866
Cl -1.0491 -1.4917 -1.5686
Si 0.4697 -0.0246 0.7548
Cl 0.3005 -1.8609 1.6943
Cl 0.0261 1.5194 2.1662
Cl 2.5581 0.2402 0.3526
H 0.1274 0.4420 -1.6594
```

As for the calculated total energy: -2629.31109 Eh. Its structure (SMILES) is ClC(Cl)[Si](Cl)(Cl)Cl. The value obtained for the HOMO-LUMO gap is 11.390 eV. The energy above the lowest of the compared OMol25 structures with the same formula, charge and spin is 0.0 kcal per mole.

=====

Record 5
Computed, not measured: C38H66BN2P2Sr as an isolated structure, with wB97M-V/def2-TZVPD.

```
110
Properties=species:S:1:pos:R:3
Sr 0.1552 1.8495 0.8784
C -2.5869 -0.1082 6.2915
C -2.1884 1.2297 5.7277
C -0.9641 1.8048 6.0637
C -0.5561 3.0096 5.5039
C 0.7621 3.6384 5.8641
C -1.3857 3.6253 4.5648
C -2.6367 3.1000 4.2469
C -3.5289 3.8099 3.2683
C -3.0215 1.9031 4.8436
H -2.4358 -0.1457 7.3726
H -1.9929 -0.9122 5.8487
H -3.6351 -0.3237 6.0855
H -0.3156 1.3023 6.7767
H 0.6378 4.6901 6.1233
H 1.4487 3.6141 5.0114
H 1.2320 3.1279 6.7058
H -1.0673 4.5542 4.1059
H -4.5579 3.4575 3.3518
H -3.2210 3.6688 2.2239
H -3.5168 4.8853 3.4528
H -3.9854 1.4723 4.5911
C -1.0522 1.3693 -6.9356
C -1.5234 0.7488 -5.6177
C -2.2251 1.8228 -4.7767
C -2.5393 -0.3500 -5.9558
P -0.0704 -0.1509 -4.8196
C -0.8079 -0.3534 -3.1250
N -0.2753 -1.3251 -2.1823
B -0.6814 -1.2886 -0.7700
N 0.0084 -2.4556 -0.1777
C 0.7133 -2.3277 1.0862
P 1.7981 -0.8045 1.0297
C 1.6363 -0.1589 2.7928
C 0.1064 -0.0454 3.0681
C 2.2887 1.2376 2.8399
C 2.2254 -1.0352 3.8943
C 3.5572 -1.3857 0.7748
C 4.5390 -0.3285 1.2906
C 3.9037 -2.7484 1.3809
C 3.7468 -1.4635 -0.7517
C 0.6320 -3.1585 -1.2102
C 1.3360 -4.3475 -1.1380
C 1.8770 -4.8882 -2.3038
C 1.6842 -4.2445 -3.5139
C 0.9622 -3.0518 -3.5976
C 0.4413 -2.4905 -2.4385
C 1.3362 1.0629 -4.5041
C 0.9844 2.4738 -4.0447
C 2.1941 0.3925 -3.4126
C 2.1976 1.1377 -5.7720
H -1.9221 1.6931 -7.5157
H -0.4913 0.6479 -7.5357
H -0.4224 2.2412 -6.7714
H -3.0123 2.2888 -5.3790
H -1.5456 2.6074 -4.4501
H -2.7039 1.4064 -3.8911
H -3.4235 0.0976 -6.4210
H -2.8702 -0.8883 -5.0654
H -2.1149 -1.0784 -6.6491
H -1.8751 -0.5435 -3.2668
H -0.7467 0.6255 -2.6371
H 1.2637 -3.2440 1.2981
H 0.0079 -2.1963 1.9041
H -0.5461 -0.2391 2.2041
H -0.1645 0.9255 3.4899
H -0.1834 -0.7876 3.8151
H 2.6528 1.6408 1.8860
H 3.1650 1.2306 3.4949
H 1.6185 2.0001 3.2454
H 1.7941 -2.0384 3.8512
H 1.9740 -0.5939 4.8650
H 3.3105 -1.1090 3.8257
H 4.5306 -0.2288 2.3759
H 4.3400 0.6517 0.8536
H 5.5491 -0.6250 0.9919
H 3.8065 -2.7629 2.4660
H 4.9416 -2.9938 1.1331
H 3.2819 -3.5416 0.9637
H 3.5596 -0.4914 -1.2151
H 3.0870 -2.1948 -1.2183
H 4.7791 -1.7559 -0.9690
H 1.4582 -4.8566 -0.1890
H 2.4339 -5.8158 -2.2604
H 2.0920 -4.6712 -4.4223
H 0.8144 -2.5813 -4.5582
H 0.3719 2.4903 -3.1405
H 0.4695 3.0386 -4.8224
H 1.9032 3.0153 -3.7993
H 1.6964 0.3820 -2.4407
H 3.1248 0.9549 -3.2869
H 2.4483 -0.6338 -3.6799
H 1.6782 1.6039 -6.6112
H 2.5224 0.1427 -6.0844
H 3.0889 1.7352 -5.5576
C -3.9358 -0.9940 -0.3813
C -2.8432 -0.6903 0.6627
C -2.7125 -1.9473 1.5311
C -3.3544 0.4521 1.5418
C -1.5439 -0.2637 -0.0668
H -4.8871 -1.2731 0.0884
H -3.6137 -1.8143 -1.0293
H -4.1103 -0.1174 -1.0110
H -3.6990 -2.2305 1.9137
H -2.0758 -1.7896 2.4050
H -2.3157 -2.7868 0.9580
H -4.3593 0.2503 1.9350
H -3.3989 1.3825 0.9682
H -2.6946 0.6278 2.3959
H -1.8308 0.5502 -0.7501
```

As for the calculated total energy: -2335.35569 Eh. As for the net charge: -1. The value obtained for the HOMO-LUMO gap is 3.144 eV. The energy above the lowest of the compared OMol25 structures with the same formula, charge and spin is 3.0 kcal per mole.

=====

Record 6
Computed, not measured: an isolated molecule of C5H9NO, with wB97M-V/def2-TZVPD.

```
16
Properties=species:S:1:pos:R:3
C 1.6175 -0.4338 0.7620
C 1.1405 0.5849 -0.2847
C 0.1314 -0.0311 -1.2750
N -0.9535 0.4565 -0.4152
C -2.0297 -0.3746 0.0745
C -0.0892 1.2058 0.3769
O -0.2707 1.9196 1.3300
H 0.7549 -0.7854 1.3443
H 2.2968 0.0260 1.4847
H 2.0850 -1.3071 0.3019
H 1.9380 1.2138 -0.6866
H 0.1033 0.4397 -2.2634
H 0.1716 -1.1221 -1.3861
H -1.7057 -1.4255 0.0792
H -2.2603 -0.0681 1.0935
H -2.9299 -0.2987 -0.5361
```

As for the calculated total energy: -325.88988 Eh. Its structure (SMILES) is C[C@H]1CN(C)C1=O. The value obtained for the HOMO-LUMO gap is 10.233 eV. The energy above the lowest of the compared OMol25 structures with the same formula, charge and spin is 29.9 kcal per mole.